This record from the Open Molecules 2025 dataset describes a single C5H12O2 molecule. The level of theory is ωB97M-V/def2-TZVPD.

Last column: Mulliken charge in e.
CARTESIAN COORDINATES (ANGSTROEM)
C  2.643645  0.288134  -0.882809  -0.745
O  1.285104  0.630040  -0.756325  -0.325
C  0.495985  -0.481613  -0.378454  -0.789
C  -0.974845  -0.090008  -0.299423  0.697
C  -1.812961  -1.336236  -0.011503  -1.580
C  -1.226435  0.978506  0.770015  -0.692
O  -0.667552  2.233403  0.465656  -0.571
H  3.060419  -0.061655  0.075051  0.319
H  2.774112  -0.506972  -1.632748  0.284
H  3.179074  1.181553  -1.210786  0.253
H  0.635107  -1.293478  -1.112526  0.398
H  0.836096  -0.865083  0.601021  0.344
H  -1.261591  0.332140  -1.271860  0.208
H  -2.883029  -1.102960  -0.031835  0.398
H  -1.582494  -1.744097  0.981025  0.349
H  -1.622632  -2.124357  -0.748768  0.410
H  -2.306337  1.135885  0.883726  0.342
H  -0.857974  0.596323  1.740742  0.290
H  0.234663  2.064103  0.154752  0.411

Atomic forces in eV per Å
C 0.2 0.0 0.0
O -0.1 0.1 0.1
C -0.1 -0.2 0.1
C 0.0 0.0 0.0
C 0.0 0.0 0.0
C -0.2 -0.3 0.1
O 0.3 0.1 -0.1
H -0.1 0.1 -0.2
H 0.0 0.1 0.1
H 0.0 -0.1 0.1
H 0.0 0.1 0.1
H -0.1 0.1 -0.1
H 0.0 -0.1 0.1
H 0.2 0.0 0.0
H 0.0 0.1 -0.1
H 0.0 0.1 0.1
H 0.2 0.0 0.0
H 0.0 0.1 -0.1
H -0.1 0.1 0.0

Gap between HOMO and LUMO = 10.9 eV
HOMO level = -9.889 eV
ΔE to the lowest compared entry with this formula, charge and spin = 1.105 eV
SMILES = COC[C@@H](C)CO
LUMO level = 0.96 eV
Electronic energy = -9474.0309 eV